(1)
101
Properties=species:S:1:pos:R:3:lowdin_charge:R:1 method="wB97M-V/def2-TZVPD" max_force_ha_per_bohr=0.0135 homo_ev=-7.391 gap_ha=0.284 mol_weight_g_mol=1020.52 energy_ha=-5043.14546
Ir 0.655 -0.243 -0.481 1.402
C -2.089 0.782 1.782 -0.023
C -0.844 1.586 1.613 -0.279
C -0.579 2.806 2.248 0.026
C 0.755 3.078 2.020 -0.265
C 1.603 4.207 2.497 -0.012
N 1.239 2.081 1.265 0.032
N 0.266 1.184 0.984 -0.029
B 2.665 1.612 0.970 -0.503
N 2.789 0.123 1.411 0.048
N 2.056 -0.893 0.847 -0.052
C 2.575 -2.049 1.250 -0.298
C 2.133 -3.377 0.755 -0.027
C 3.632 -1.783 2.132 0.025
C 3.741 -0.414 2.200 -0.269
C 4.718 0.405 2.975 -0.020
N 2.911 1.665 -0.552 0.039
N 2.356 0.656 -1.271 -0.036
C 3.001 0.582 -2.433 -0.285
C 2.820 -0.500 -3.443 -0.025
C 3.972 1.594 -2.473 0.026
C 3.894 2.245 -1.260 -0.269
C 4.722 3.358 -0.712 -0.013
H -2.948 1.444 1.890 0.091
H -2.001 0.200 2.704 0.058
H -2.256 0.078 0.978 0.030
H -1.267 3.382 2.843 0.114
H 1.017 4.861 3.139 0.082
H 1.982 4.798 1.662 0.083
H 2.461 3.844 3.063 0.078
H 3.468 2.273 1.555 0.116
H 1.533 -3.298 -0.143 0.034
H 1.530 -3.896 1.499 0.054
H 3.012 -3.987 0.543 0.090
H 4.245 -2.509 2.638 0.114
H 5.347 -0.256 3.568 0.082
H 4.213 1.098 3.648 0.085
H 5.361 0.991 2.317 0.078
H 1.954 -1.117 -3.230 0.034
H 3.709 -1.133 -3.431 0.095
H 2.735 -0.080 -4.446 0.072
H 4.658 1.793 -3.279 0.114
H 5.190 3.907 -1.527 0.083
H 5.512 2.977 -0.062 0.086
H 4.118 4.051 -0.127 0.075
C -2.101 -5.101 4.962 -0.196
C -1.040 -4.811 3.908 -0.462
Sb -1.187 -2.891 2.908 1.427
C -3.283 -3.077 2.424 -0.446
C -3.551 -4.210 1.437 -0.185
C -1.420 -1.726 4.745 -0.463
C -2.840 -1.395 5.194 -0.207
H -1.913 -6.047 5.477 0.063
H -3.095 -5.169 4.513 0.058
H -2.138 -4.319 5.723 0.047
H -1.061 -5.566 3.119 0.037
H -0.037 -4.848 4.341 0.036
H -3.599 -2.118 2.005 0.040
H -3.841 -3.222 3.350 0.032
H -3.105 -4.012 0.463 0.046
H -4.623 -4.364 1.294 0.067
H -3.130 -5.156 1.788 0.057
H -0.851 -0.807 4.583 0.020
H -0.889 -2.277 5.526 0.037
H -3.406 -0.891 4.407 0.052
H -2.841 -0.740 6.069 0.063
H -3.398 -2.294 5.459 0.052
C 0.148 3.577 -2.404 -0.091
N -0.358 2.735 -3.482 -0.291
C -0.642 3.480 -4.697 -0.118
P -1.189 1.350 -3.077 0.575
O -0.532 0.860 -1.830 -0.381
N -1.147 0.508 -4.486 -0.281
C 0.152 0.213 -5.086 -0.097
C -2.143 -0.514 -4.819 -0.085
N -2.790 1.588 -2.793 -0.296
C -3.657 2.217 -3.772 -0.106
C -3.412 1.304 -1.515 -0.078
H 1.055 4.084 -2.743 0.085
H 0.396 2.972 -1.536 0.057
H -0.582 4.342 -2.111 0.087
H 0.271 3.973 -5.038 0.086
H -1.402 4.255 -4.537 0.083
H -0.983 2.810 -5.483 0.071
H 0.866 1.001 -4.853 0.072
H 0.039 0.150 -6.171 0.093
H 0.535 -0.741 -4.717 0.075
H -3.068 -0.341 -4.279 0.073
H -1.789 -1.507 -4.547 0.070
H -2.338 -0.468 -5.893 0.089
H -3.153 2.310 -4.732 0.069
H -3.970 3.213 -3.442 0.088
H -4.555 1.611 -3.921 0.088
H -2.703 0.783 -0.886 0.042
H -4.282 0.656 -1.660 0.097
H -3.738 2.225 -1.021 0.091
O -0.638 -3.871 -0.615 -0.444
Se -0.913 -2.444 -1.290 0.792
O 0.532 -1.764 -1.903 -0.576
O -1.124 -1.239 -0.112 -0.624
O -2.099 -2.410 -2.368 -0.429

(2)
35
Properties=species:S:1:pos:R:3:lowdin_charge:R:1 method="wB97M-V/def2-TZVPD" s_squared=0.75 max_force_ha_per_bohr=0.0896 homo_ev="-4.898 / -8.940" gap_ha="0.202 / 0.344" mol_weight_g_mol=316.12 energy_ha=-877.80782 multiplicity=2
O 0.421 1.647 1.515 -0.117
C 0.042 1.773 2.868 -0.185
C -0.012 0.452 3.606 -0.224
O 1.246 -0.167 3.551 -0.181
C 1.217 -1.517 3.937 -0.118
H -0.938 2.273 2.955 0.126
H 0.794 2.421 3.339 0.134
H -0.780 -0.209 3.160 0.130
H -0.312 0.648 4.652 0.131
H 2.243 -1.901 3.885 0.092
H 0.841 -1.628 4.969 0.088
H 0.571 -2.113 3.268 0.083
O 0.569 -0.262 -0.279 -0.271
C -0.483 0.580 -0.448 -0.248
C -0.635 1.661 0.598 -0.160
O 0.073 1.321 -1.860 -0.193
C -0.422 0.781 -3.069 -0.209
C -0.025 -0.652 -3.376 -0.201
O -0.613 -1.630 -2.528 -0.400
C -1.911 -2.050 -2.912 -0.105
Ag 0.420 -2.480 -0.719 0.330
H -1.422 0.034 -0.627 0.146
H -1.628 1.543 1.064 0.133
H -0.658 2.630 0.071 0.139
H -0.035 1.420 -3.876 0.132
H -1.521 0.858 -3.066 0.119
H 1.060 -0.776 -3.270 0.111
H -0.281 -0.880 -4.423 0.130
H -2.293 -2.687 -2.103 0.079
H -2.585 -1.191 -3.049 0.087
H -1.854 -2.635 -3.842 0.095
C 1.924 0.610 -1.022 0.084
H 2.658 0.169 -0.332 0.072
H 2.387 0.310 -1.971 0.080
H 1.947 1.648 -0.668 0.091

(3)
58
Properties=species:S:1:pos:R:3:lowdin_charge:R:1 method="wB97M-V/def2-TZVPD" max_force_ha_per_bohr=0.0408 total_charge=-1 homo_ev=-6.249 gap_ha=0.320 mol_weight_g_mol=602.42 energy_ha=-3752.90956
Ca 0.240 -0.750 0.170 1.224
O 1.426 -0.221 4.151 0.038
C 1.311 -0.306 2.933 -0.601
O 0.251 -0.191 2.256 -0.216
C 2.582 -0.532 2.111 -0.157
C 3.844 -0.275 2.693 0.020
C 4.960 -0.330 1.910 -0.001
C 4.821 -0.650 0.542 -0.147
C 5.896 -0.658 -0.367 -0.044
C 5.686 -0.932 -1.691 -0.090
C 4.397 -1.236 -2.159 -0.067
C 3.333 -1.260 -1.300 -0.007
C 3.515 -0.949 0.063 -0.203
N 2.436 -0.886 0.863 0.036
H 3.882 -0.026 3.742 0.113
H 5.950 -0.120 2.299 0.112
H 6.887 -0.416 -0.004 0.106
H 6.512 -0.906 -2.389 0.097
H 4.251 -1.430 -3.212 0.106
H 2.332 -1.500 -1.636 0.106
N -2.323 1.898 -1.614 0.156
C -0.863 2.118 -1.693 -0.514
C -0.557 3.337 -2.526 -0.092
P -0.376 0.575 -2.625 0.298
O 1.169 0.818 -2.984 -0.129
O -1.261 0.618 -3.823 -0.309
O -0.494 -0.619 -1.729 -0.457
P 0.042 2.219 -0.073 0.314
O -1.148 1.678 0.912 -0.207
O 0.396 3.618 0.237 -0.292
O 1.138 1.202 -0.199 -0.420
H -2.552 1.572 -2.577 0.131
H -2.854 2.717 -1.313 0.166
H -2.496 1.073 -0.971 0.089
H -0.887 3.206 -3.558 0.082
H 0.522 3.479 -2.523 0.088
H -1.004 4.232 -2.092 0.082
H 1.575 0.852 -2.104 0.031
H -0.693 1.139 1.587 0.013
C -4.171 1.556 2.169 -0.181
O -4.326 0.242 1.702 -0.350
P -2.971 -0.674 1.243 0.919
O -3.058 -0.371 -0.379 -0.425
C -4.039 -0.976 -1.205 -0.102
O -3.839 -2.037 1.231 -0.369
C -3.607 -2.992 2.243 -0.152
H -4.981 1.758 2.875 0.077
H -4.240 2.271 1.343 0.071
H -3.212 1.698 2.668 0.071
H -3.841 -0.657 -2.230 0.087
H -5.043 -0.670 -0.895 0.089
H -3.961 -2.062 -1.154 0.089
H -4.069 -3.920 1.904 0.085
H -4.067 -2.679 3.182 0.081
H -2.532 -3.137 2.366 0.040
O 1.245 -3.400 0.171 -0.605
S -0.116 -3.632 0.718 0.699
N -1.016 -2.474 0.743 -0.580

(4)
9
Properties=species:S:1:pos:R:3:lowdin_charge:R:1 method="wB97M-V/def2-TZVPD" max_force_ha_per_bohr=0.0324 homo_ev=-9.454 gap_ha=0.385 mol_weight_g_mol=72.07 energy_ha=-263.34643
N -0.673 1.163 0.208 0.064
C -0.695 -0.125 0.672 -0.377
N 0.326 -0.880 0.555 0.031
C 1.618 -0.043 -1.514 -0.014
O 2.401 -0.865 -1.600 0.024
H -1.552 1.635 0.063 0.084
H -1.635 -0.413 1.159 0.115
H 0.164 -1.803 0.942 0.045
H 0.045 1.331 -0.486 0.028

(5)
61
Properties=species:S:1:pos:R:3:lowdin_charge:R:1 method="wB97M-V/def2-TZVPD" s_squared=0.76 max_force_ha_per_bohr=0.0708 homo_ev="-7.351 / -7.327" gap_ha="0.288 / 0.184" mol_weight_g_mol=449.12 energy_ha=-5116.23248 multiplicity=2
Cu -0.479 -1.172 -0.098 0.034
C -0.654 0.852 0.041 -0.181
C 0.642 1.242 0.565 -0.066
C 1.386 1.783 -0.518 -0.060
C 0.459 1.810 -1.613 0.037
C -0.749 1.211 -1.320 -0.181
C -1.938 1.091 -2.226 -0.540
C -2.997 0.226 -1.530 -0.052
C -1.487 0.578 -3.597 -0.043
C -2.496 2.531 -2.428 -0.042
C 2.844 2.108 -0.772 -0.514
C 2.920 3.409 -1.612 -0.067
C 3.567 1.081 -1.708 -0.036
C 3.690 2.332 0.478 -0.060
C 0.925 1.114 2.055 -0.512
C -0.449 1.061 2.738 -0.068
C 1.763 2.216 2.754 -0.051
C 1.637 -0.244 2.230 -0.036
H -1.583 0.737 0.621 0.105
H 0.690 2.288 -2.517 0.101
H -2.599 -0.813 -1.362 0.075
H -3.841 -0.030 -2.193 0.093
H -3.389 0.667 -0.588 0.097
H -0.966 -0.385 -3.530 0.090
H -0.804 1.226 -4.193 0.095
H -2.289 0.352 -4.302 0.085
H -2.972 2.878 -1.478 0.088
H -3.406 2.590 -3.100 0.103
H -1.697 3.265 -2.723 0.096
H 2.517 3.342 -2.626 0.074
H 3.960 3.794 -1.660 0.095
H 2.328 4.167 -1.097 0.087
H 3.140 1.020 -2.734 0.093
H 3.471 0.082 -1.322 0.076
H 4.588 1.359 -1.888 0.074
H 3.287 3.154 1.066 0.069
H 4.708 2.616 0.178 0.093
H 3.750 1.411 1.084 0.080
H -1.048 1.978 2.584 0.102
H -0.308 0.862 3.869 0.120
H -1.061 0.219 2.318 0.066
H 1.592 3.183 2.244 0.089
H 2.845 2.020 2.765 0.066
H 1.359 2.343 3.786 0.090
H 0.961 -1.079 1.952 0.059
H 1.960 -0.447 3.273 0.104
H 2.509 -0.393 1.615 0.074
C -2.862 -5.407 -0.178 -0.232
Si -1.641 -4.418 0.950 0.085
C -0.727 -5.671 1.975 -0.240
C -2.410 -3.160 2.066 -0.243
Se -0.197 -3.393 -0.436 0.348
H -2.574 -5.005 -1.213 0.017
H -3.958 -5.407 -0.056 0.016
H -2.605 -6.477 -0.157 0.009
H -0.882 -5.528 3.061 0.027
H 0.330 -5.544 1.821 0.000
H -1.058 -6.735 1.766 0.045
H -2.745 -3.722 2.919 0.011
H -3.298 -2.749 1.576 0.032
H -1.659 -2.421 2.422 0.023